No. 1
The following is a DFT calculation (wB97M-V/def2-TZVPD) of C4H8N2O2 as an isolated structure.

XYZ file:
```
16
Properties=species:S:1:pos:R:3:lowdin_charge:R:1
C -0.49 0.04 -2.29 -0.356
C 0.40 1.09 -1.94 -0.059
C -0.64 0.77 -0.87 -0.243
C -0.01 -0.15 2.55 -0.319
H -0.67 -1.60 -1.37 0.255
H -1.31 0.17 -3.09 0.162
H 1.34 0.62 -1.67 0.123
H 0.55 2.06 -2.22 0.080
H -1.46 1.46 -0.64 0.141
H 1.47 -0.25 0.99 0.203
H -1.16 -0.29 2.40 0.146
H 0.01 -0.45 4.36 0.038
N 0.48 0.23 1.30 0.041
N 0.74 -0.28 3.64 0.050
O 0.03 -1.28 -2.32 -0.092
O -0.39 -0.21 0.06 -0.171
```

## Properties
Multiplicity = 1
Net charge = 0
DFT total energy = -11346.797 eV
Lowest unoccupied orbital energy = 0.678 eV
Highest occupied orbital energy = -0.3570 Ha
Frontier orbital gap = 10.4 eV
ΔE to the lowest compared entry with this formula, charge and spin = 168.71 kcal/mol

---

No. 2
The following is a DFT calculation (wB97M-V/def2-TZVPD) of a 2-piece molecular cluster, C6H13NO overall.

XYZ file:
```
21
Properties=species:S:1:pos:R:3:lowdin_charge:R:1
C 1.51 -1.46 0.09 -0.129
C 0.64 -0.59 -0.81 -0.222
C -0.94 -0.55 -0.27 -0.389
C -1.73 0.50 -1.02 -0.092
C -1.05 -0.40 1.23 -0.100
H 1.04 -2.43 0.29 0.073
H 2.47 -1.65 -0.38 0.070
H 1.67 -0.99 1.06 0.054
H 0.51 -1.09 -1.77 0.098
H 1.21 0.25 -1.17 0.070
H -1.31 -1.55 -0.55 0.124
H -1.54 0.45 -2.09 0.079
H -1.48 1.50 -0.68 0.059
H -2.80 0.35 -0.84 0.078
H -0.44 0.45 1.56 0.047
H -0.72 -1.29 1.75 0.070
H -2.08 -0.19 1.52 0.077
N 1.36 1.75 1.15 0.193
C 1.10 2.08 0.02 -0.412
O 0.74 2.60 -0.97 0.155
H 1.83 2.25 1.87 0.098
```

## Properties
SMILES string = CCC(C)C.N=C=O
Multiplicity = 1
Net charge = 0
DFT total energy = -9969.794 eV
Lowest unoccupied orbital energy = 0.757 eV
Highest occupied orbital energy = -0.3837 Ha
Frontier orbital gap = 11.2 eV
ΔE to the lowest compared entry with this formula, charge and spin = 31.84 kcal/mol

---

No. 3
The following is a DFT calculation (wB97M-V/def2-TZVPD) of a 9-piece molecular cluster, C38H103N9O10 overall.

XYZ file:
```
160
Properties=species:S:1:pos:R:3:lowdin_charge:R:1
C 4.54 -9.77 -3.30 -0.098
O 4.64 -8.83 -2.21 -0.172
C 3.95 -7.68 -2.49 -0.247
C 3.96 -6.69 -1.25 -0.413
C 3.26 -7.29 -0.04 -0.081
N 3.28 -5.46 -1.65 0.040
H 4.97 -9.45 -4.25 0.088
H 3.63 -10.37 -3.34 0.090
H 5.21 -10.63 -3.18 0.076
H 4.58 -7.30 -3.29 0.113
H 2.97 -7.81 -2.95 0.126
H 4.97 -6.64 -0.86 0.128
H 2.27 -7.70 -0.22 0.077
H 3.09 -6.43 0.61 0.067
H 3.89 -7.99 0.52 0.075
H 3.45 -5.33 -2.64 0.058
H 3.64 -4.63 -1.19 0.070
C -4.46 -2.71 -4.23 -0.155
O -5.79 -2.90 -4.53 -0.158
C -5.90 -3.85 -5.61 -0.198
C -7.35 -3.92 -6.16 -0.405
C -8.27 -4.60 -5.12 -0.060
N -7.35 -4.70 -7.41 0.010
H -3.97 -1.87 -4.74 0.081
H -3.81 -3.58 -4.32 0.089
H -4.43 -2.35 -3.20 0.085
H -5.14 -3.78 -6.40 0.114
H -5.63 -4.85 -5.27 0.118
H -7.70 -2.94 -6.48 0.127
H -8.28 -4.15 -4.12 0.074
H -7.99 -5.65 -4.99 0.080
H -9.32 -4.46 -5.35 0.068
H -8.31 -4.76 -7.71 0.064
H -6.74 -4.49 -8.20 0.066
C -2.32 6.87 -1.52 -0.111
O -2.45 6.86 -0.10 -0.204
C -2.82 8.13 0.51 -0.156
C -1.68 9.22 0.36 -0.446
C -0.37 8.60 0.71 -0.086
N -1.83 10.43 1.14 0.024
H -2.42 5.87 -1.94 0.080
H -1.32 7.18 -1.82 0.079
H -3.05 7.42 -2.12 0.087
H -3.83 8.49 0.32 0.118
H -2.83 7.90 1.57 0.116
H -1.66 9.52 -0.69 0.127
H -0.31 7.52 0.54 0.071
H -0.28 8.60 1.79 0.076
H 0.52 9.07 0.28 0.080
H -1.86 10.23 2.13 0.069
H -1.20 11.18 0.88 0.073
C -0.07 -5.69 7.14 -0.075
O -1.33 -5.03 7.39 -0.219
C -1.35 -3.99 8.35 -0.182
C -1.08 -2.62 7.65 -0.454
C -1.10 -1.41 8.63 -0.065
N -1.88 -2.10 6.60 0.020
H 0.42 -5.87 8.10 0.084
H 0.43 -5.02 6.44 0.081
H -0.29 -6.62 6.63 0.085
H -2.34 -3.92 8.80 0.121
H -0.67 -4.21 9.16 0.115
H -0.17 -2.67 7.05 0.130
H -2.08 -1.17 9.04 0.079
H -0.55 -0.64 8.10 0.078
H -0.44 -1.66 9.45 0.066
H -2.76 -1.73 6.93 0.065
H -2.13 -2.87 5.99 0.074
C -3.04 2.70 -7.05 -0.054
O -2.78 4.06 -7.58 -0.164
C -1.46 4.39 -7.42 -0.317
C -1.06 5.76 -7.86 -0.450
C 0.47 5.84 -7.83 -0.048
N -1.84 6.64 -6.98 0.035
H -4.13 2.59 -7.04 0.084
H -2.74 2.46 -6.03 0.080
H -2.53 1.96 -7.66 0.083
H -1.06 4.06 -6.46 0.131
H -0.86 3.77 -8.08 0.115
H -1.53 5.93 -8.83 0.139
H 0.64 6.84 -8.24 0.069
H 0.91 5.15 -8.55 0.083
H 0.81 5.95 -6.80 0.086
H -1.86 7.57 -7.36 0.066
H -2.79 6.30 -7.00 0.063
C 5.69 -0.40 -5.92 -0.123
O 6.25 -0.08 -4.68 -0.203
C 5.69 -0.83 -3.58 -0.190
C 6.20 -0.65 -2.15 -0.391
C 7.32 -1.69 -1.73 -0.059
N 5.08 -0.82 -1.22 0.026
H 4.62 -0.58 -5.79 0.084
H 6.21 -1.29 -6.27 0.087
H 5.92 0.43 -6.59 0.090
H 4.63 -0.58 -3.67 0.107
H 5.74 -1.87 -3.88 0.122
H 6.67 0.33 -2.02 0.128
H 6.95 -2.62 -1.31 0.067
H 7.95 -1.20 -0.99 0.061
H 8.06 -1.91 -2.50 0.069
H 5.34 -0.50 -0.30 0.071
H 4.30 -0.26 -1.56 0.059
C 5.53 2.21 5.18 -0.113
O 6.28 3.17 4.45 -0.192
C 7.71 3.10 4.60 -0.193
C 8.44 4.01 3.59 -0.417
C 8.05 3.83 2.10 -0.059
N 9.93 4.03 3.66 0.032
H 6.12 1.36 5.52 0.086
H 4.63 1.83 4.69 0.077
H 4.94 2.67 5.97 0.078
H 7.93 3.33 5.64 0.119
H 7.96 2.04 4.54 0.115
H 7.98 4.94 3.93 0.125
H 8.56 4.63 1.57 0.069
H 6.98 3.89 1.93 0.073
H 8.48 2.89 1.77 0.075
H 10.16 4.15 4.63 0.057
H 10.38 4.88 3.37 0.066
C -6.54 -0.59 7.02 -0.089
O -5.82 0.15 6.03 -0.225
C -6.21 1.52 5.86 -0.189
C -5.35 1.87 4.64 -0.423
C -5.46 3.36 4.29 -0.075
N -5.64 1.07 3.41 0.040
H -6.39 -0.12 7.99 0.082
H -5.95 -1.50 6.90 0.086
H -7.60 -0.77 6.87 0.085
H -7.26 1.69 5.60 0.130
H -5.96 2.13 6.73 0.124
H -4.32 1.59 4.85 0.126
H -4.64 3.66 3.63 0.069
H -5.52 4.06 5.12 0.067
H -6.37 3.61 3.73 0.072
H -4.71 0.97 3.02 0.062
H -5.93 0.15 3.72 0.056
C -1.55 -5.05 2.08 -0.149
O -2.46 -4.15 1.53 -0.200
C -1.97 -3.29 0.46 -0.156
C -0.81 -2.30 0.83 -0.198
N -1.26 -1.08 1.54 -0.051
C -0.11 -0.18 1.76 -0.196
C 0.11 0.91 0.66 -0.196
O 0.67 0.37 -0.53 -0.212
C 0.23 0.90 -1.76 -0.117
H -0.54 -4.68 2.28 0.079
H -1.51 -5.94 1.45 0.079
H -2.04 -5.61 2.87 0.087
H -2.73 -2.59 0.09 0.112
H -1.69 -4.01 -0.31 0.112
H -0.11 -2.19 0.00 0.118
H -0.18 -2.89 1.50 0.083
H -1.78 -1.25 2.38 0.105
H 0.81 -0.74 1.92 0.109
H -0.32 0.25 2.74 0.112
H 0.72 1.72 1.05 0.112
H -0.84 1.35 0.38 0.111
H 0.66 0.26 -2.53 0.079
H 0.63 1.89 -2.01 0.085
H -0.84 0.75 -1.90 0.088
```

## Properties
SMILES string = COC[C@H](C)N.COC[C@H](C)N.COC[C@H](C)N.COC[C@H](C)N.COC[C@H](C)N.COC[C@H](C)N.COC[C@H](C)N.COC[C@H](C)N.COCCNCCOC
Multiplicity = 1
Net charge = 0
DFT total energy = -74949.903 eV
Lowest unoccupied orbital energy = 0.371 eV
Highest occupied orbital energy = -0.3151 Ha
Frontier orbital gap = 8.9 eV
ΔE to the lowest compared entry with this formula, charge and spin = 159.84 kcal/mol